#one
59
Properties=species:S:1:pos:R:3:mulliken_charge:R:1 method="wB97M-V/def2-TZVPD" molar_mass_g_mol=380.49 lumo_ev=0.13
C -7.21975 0.22624 1.05946 -1.20
C -6.36237 -0.91147 0.28285 -0.35
H -6.45647 -1.74826 0.81175 0.47
H -6.82741 -1.06298 -0.76355 0.32
O -5.08665 -0.82792 0.09489 -0.45
C -4.74686 0.08385 -0.69137 0.70
O -5.51010 0.52132 -1.41368 -0.56
N -3.37220 0.37988 -0.83718 0.27
C -2.53257 -0.08822 0.24006 -0.61
H -1.61463 -0.71723 -0.13401 0.05
C -1.99609 1.26279 1.16895 -0.87
H -2.86973 1.64174 1.56881 0.53
H -1.20688 0.51801 1.78326 0.27
C -1.23394 2.19056 0.28700 -0.45
N -0.01750 1.56778 -0.39461 0.03
C 1.08372 2.21548 -0.03025 0.09
C 2.49210 1.83522 -0.53982 0.64
N 2.97666 0.96928 -1.25562 -0.24
H 2.62183 0.24160 -1.42347 0.35
C 4.41979 0.88583 -1.19695 -1.14
H 4.69885 0.38575 -2.35808 0.31
C 4.77085 0.03261 -0.00039 -0.96
H 4.59491 0.51863 0.84259 0.64
C 4.25375 -1.43054 -0.08414 -1.16
N 2.85765 -1.35753 -0.46361 0.34
C 2.37687 -2.65464 -0.91954 -0.13
H 2.47361 -2.70796 -1.98551 0.42
C 2.86777 -3.90365 -0.57678 -1.38
H 3.81228 -4.17865 -0.65582 0.42
H 2.71681 -4.32990 0.57749 0.14
H 2.31595 -4.70250 -1.18381 0.36
H 1.18189 -2.68292 -0.86509 0.09
C 2.28109 -1.14181 1.07252 -0.30
C 2.43820 -2.25935 2.21331 -1.41
H 3.48176 -2.42255 2.37811 0.32
H 2.13572 -1.45260 3.17874 0.32
H 1.94251 -3.05554 1.92754 0.49
H 2.62502 -0.17421 1.59743 0.45
H 1.15611 -1.03341 0.89084 -0.08
H 4.65561 -1.96892 0.62709 0.50
H 4.70377 -1.97567 -1.06061 0.51
H 5.83857 -0.06494 0.07336 0.49
H 4.82129 1.77624 -1.19017 0.80
C 2.91252 3.09643 0.04708 0.21
O 3.93435 3.84547 0.00560 -0.78
C 1.70893 3.42143 0.51527 0.15
O 1.06045 4.18390 1.26679 -0.75
H 0.08415 0.63088 -0.83316 0.26
C -2.17952 2.60740 -0.98612 -1.34
H -3.17585 3.12832 -0.40013 0.23
C -2.71640 1.34460 -1.68192 -1.10
H -1.91071 0.83083 -2.22594 0.37
H -3.31898 1.65616 -2.45213 0.57
H -1.62228 3.09480 -1.47784 1.07
H -0.88039 2.91591 0.96072 0.80
H -2.99434 -0.69820 1.18588 0.27
H -7.19164 1.08044 0.32896 0.33
H -6.95720 0.39569 2.02938 0.35
H -8.29489 0.06651 1.06561 0.37

---

#two
59
Properties=species:S:1:pos:R:3:mulliken_charge:R:1 method="wB97M-V/def2-TZVPD" smiles="CCCN(CCC)CCNc1c(N2CCN(C(=O)OCC)CC2)c(=O)c1=O" molar_mass_g_mol=380.49 lumo_ev=0.61
C 1.37692 6.35890 2.71162 -1.38
C 0.32092 5.49271 2.03785 0.03
C 0.93843 4.20147 1.47961 -1.36
N 0.04006 3.33369 0.74093 0.83
C -0.33930 3.83292 -0.57662 -1.29
C 0.20586 2.95370 -1.70905 0.38
C 1.72955 2.95888 -1.75235 -1.45
C -1.07196 2.83845 1.53263 -1.28
C -1.54563 1.48323 1.00457 -0.54
N -0.42010 0.57833 0.99010 0.19
C -0.56907 -0.73826 1.12993 1.00
C 0.23871 -1.87317 0.99509 0.37
N 1.55775 -2.12244 0.78337 -0.23
C 2.43064 -1.05778 0.34412 -0.87
C 2.22787 -0.81576 -1.17552 -0.24
N 1.42468 -1.88667 -1.72402 0.12
C 0.11614 -1.62936 -2.01162 0.68
O -0.35409 -0.51293 -2.01498 -0.60
O -0.54776 -2.73880 -2.36108 -0.43
C -1.90244 -2.57096 -2.78444 -0.32
C -2.86748 -2.51317 -1.61099 -0.84
C 1.90544 -3.20839 -1.38696 -0.67
C 1.87950 -3.39049 0.15885 -0.81
C -0.87873 -2.78097 1.26674 0.06
O -1.02964 -3.98428 1.22650 -0.72
C -1.74149 -1.55934 1.49509 -0.04
O -2.87471 -1.31579 1.84277 -0.68
H 1.84592 5.81914 3.53160 0.33
H 2.15136 6.64116 2.00135 0.33
H 0.92976 7.26645 3.11001 0.39
H -0.14686 6.05396 1.22597 0.30
H -0.45807 5.24192 2.76019 0.29
H 1.76632 4.46164 0.81549 0.39
H 1.35155 3.61947 2.31082 0.43
H -1.43060 3.88597 -0.66071 0.37
H 0.04659 4.84763 -0.71874 0.54
H -0.15596 1.93044 -1.60476 -0.34
H -0.18054 3.34083 -2.65426 0.50
H 2.08882 2.32476 -2.55976 0.42
H 2.14129 2.59560 -0.81313 0.25
H 2.10323 3.96725 -1.92105 0.38
H -0.72195 2.70527 2.55895 0.46
H -1.92890 3.53072 1.54732 0.38
H -1.95125 1.59302 -0.00843 0.20
H -2.32467 1.07051 1.64649 0.55
H 0.39676 0.96978 0.53935 -0.07
H 3.45748 -1.37494 0.54703 0.34
H 2.22811 -0.15938 0.92689 0.51
H 1.69713 0.11575 -1.37129 -0.23
H 3.18931 -0.79443 -1.69729 0.50
H -2.10005 -3.44419 -3.40994 0.33
H -1.97405 -1.65799 -3.38474 0.32
H -2.71309 -3.36314 -0.95101 0.21
H -2.71913 -1.59824 -1.04313 0.04
H -3.88866 -2.53254 -1.98039 0.46
H 1.27737 -3.94816 -1.87777 0.35
H 2.92681 -3.29628 -1.76945 0.39
H 2.85629 -3.71988 0.52352 0.35
H 1.12543 -4.11922 0.45387 0.42

---

#two is preferred energetically. Next in line: 335.0 kcal/mol higher.

---

#one
11
Properties=species:S:1:pos:R:3:mulliken_charge:R:1 method="wB97M-V/def2-TZVPD" molar_mass_g_mol=150.27 lumo_ev="2.73 / 2.73" total_charge=-1
C -3.02990 -0.43772 -0.60797 -0.18
C -3.17062 0.66399 1.61354 0.34
C 1.17339 -1.13613 -0.50948 -0.80
N -3.08303 -0.08237 0.69848 -0.14
S -3.59901 0.56595 -1.81486 -0.32
S -3.41050 1.41732 3.01090 -0.39
S -0.29159 -0.08124 -0.08216 -0.49
H 1.01503 -2.24905 -0.17665 0.17
H 1.41619 -1.22506 -1.52913 0.27
H 2.06183 -0.67993 -0.09999 0.22
H -2.62077 -1.47410 -0.77324 0.34

---

#two
11
Properties=species:S:1:pos:R:3:mulliken_charge:R:1 method="wB97M-V/def2-TZVPD" molar_mass_g_mol=150.27 lumo_ev=2.46 total_charge=-1
C -0.18709 -1.26674 0.23287 0.18
C -1.35780 0.88919 0.34345 0.14
C 2.46824 -0.39287 -0.08718 -0.84
N -0.55797 -0.13295 0.48487 -0.14
S -0.32597 -2.79071 -0.08338 -0.39
S -1.85513 2.05130 1.52521 -0.37
S -2.53896 0.82171 -1.05762 -0.22
H 2.27609 0.58476 0.37882 0.17
H 2.66056 -1.25969 0.47636 0.20
H 1.91058 -0.65849 -0.97801 0.14
H -2.49256 2.15450 -1.23539 0.13

---

#one is preferred energetically. Next in line: 56.1 kcal/mol higher.

---

#one
73
Properties=species:S:1:pos:R:3:mulliken_charge:R:1 method="wB97M-V/def2-TZVPD" molar_mass_g_mol=1011.93 lumo_ev=-0.85
Ta -0.10969 -0.01055 -0.40749 3.00
N 2.00658 0.73644 -0.58361 -0.50
C 3.04100 -0.31617 -0.56740 -0.50
C 2.52711 -1.49206 0.21446 0.66
O 3.26941 -2.32993 0.68618 -0.70
N 1.17236 -1.45928 0.33491 0.09
C 0.58290 -2.35900 1.30648 -0.58
C -0.54316 -1.59607 1.98188 0.51
O -1.25737 -2.04481 2.83453 -0.67
O -0.66012 -0.36072 1.48245 -0.62
H 2.08402 1.25659 -1.45486 0.11
H 2.10153 1.36266 0.21222 0.47
H 3.97619 0.02956 -0.13078 0.53
H 3.22724 -0.62272 -1.59288 0.13
H 1.33178 -2.68683 2.02669 0.63
H 0.15352 -3.24314 0.83126 0.13
N -4.78838 -1.49837 -2.37736 -0.07
C -3.78729 -1.21063 -1.28421 0.02
C -4.42779 -1.51341 0.07099 -2.08
P -3.41198 0.57145 -1.36974 0.79
O -2.91445 0.64340 -2.90401 -0.57
O -4.66263 1.31695 -1.16084 -0.83
O -2.23238 0.72561 -0.41734 -0.36
P -2.34972 -2.30364 -1.48506 1.07
O 0.11451 -3.13981 -2.41304 -0.53
O -2.81349 -3.69209 -1.36583 -0.89
O -1.33156 -1.68108 -0.54055 -0.25
H -5.60449 -0.89343 -2.24017 0.40
H -5.05885 -2.48544 -2.34957 0.39
H -4.37583 -1.28333 -3.28977 0.39
H -5.29504 -0.87126 0.23256 0.52
H -3.70531 -1.30490 0.86114 0.33
H -4.70377 -2.56700 0.13558 0.48
H -2.85815 1.55674 -3.21381 0.31
H -0.28872 -3.91990 -2.81632 0.44
N -0.13058 1.76376 -2.05675 -0.15
C -0.08273 2.88449 -2.32782 -0.10
N -0.02183 4.15543 -2.61787 0.30
C -1.22819 4.99220 -2.65063 -0.32
C -0.99136 6.10737 -3.65109 -0.77
O 0.17398 6.83981 -3.32570 -0.39
C 1.32623 6.01936 -3.36066 -0.73
C 1.22253 4.89586 -2.34682 -0.39
H -1.41074 5.39562 -1.65148 0.21
H -2.08212 4.38229 -2.94218 0.36
H -1.82272 6.81002 -3.62885 0.37
H -0.90155 5.69113 -4.66300 0.37
H 2.17656 6.65749 -3.12687 0.37
H 1.45852 5.60199 -4.36730 0.35
H 1.18509 5.29054 -1.32870 0.21
H 2.06639 4.21361 -2.43970 0.42
O -1.79756 -1.95588 -2.94850 -0.30
C -0.36006 -1.99564 -3.05665 0.11
N 0.29289 -0.84065 -2.46348 0.45
C 1.13990 -0.30793 -3.41178 -0.16
O 1.96129 0.58880 -3.27269 -0.77
C 0.91446 -0.99322 -4.71688 0.04
C 1.47647 -0.75650 -5.95802 -0.45
C 1.04962 -1.55337 -7.01215 -0.62
C 0.09402 -2.55038 -6.81401 -0.73
C -0.45632 -2.78030 -5.55805 -0.49
C -0.01987 -1.97662 -4.52286 -0.06
H 2.21762 0.02047 -6.09052 0.53
H 1.46047 -1.40287 -8.00190 0.41
H -0.22219 -3.15546 -7.65396 0.44
H -1.19975 -3.55365 -5.40828 0.56
F -0.49698 3.38518 2.73285 -0.41
Te -1.35985 3.05664 1.12327 1.92
F -2.67306 4.26815 1.61388 -0.38
F -0.34008 4.53796 0.57507 -0.41
F -2.38815 1.88048 2.09729 -0.35
F -2.14028 3.34902 -0.58570 -0.53
O -0.06136 1.89953 0.51974 -1.14

---

#two
73
Properties=species:S:1:pos:R:3:mulliken_charge:R:1 method="wB97M-V/def2-TZVPD" molar_mass_g_mol=1011.93 lumo_ev=-1.72
Ta -1.16095 -0.79705 -1.54852 1.88
N -2.39338 0.63397 -2.80978 -0.60
C -1.60870 1.30149 -3.86630 -0.61
C -0.59290 0.28980 -4.36443 0.68
O -0.20165 0.29309 -5.51182 -0.68
N -0.24972 -0.63836 -3.41283 0.04
C 0.03016 -1.97692 -3.93022 -0.73
C -1.16964 -2.84991 -3.53728 0.66
O -1.17683 -4.06064 -3.70223 -0.80
O -2.09678 -2.18903 -2.90558 -0.58
H -3.08270 0.00908 -3.22255 0.38
H -2.88373 1.28849 -2.20699 0.27
H -1.10015 2.16230 -3.44221 0.20
H -2.22715 1.61122 -4.70616 0.44
H 0.92104 -2.41655 -3.47914 0.15
H 0.16959 -1.94746 -5.01028 0.67
N -1.31074 -5.20709 1.48003 -0.21
C -0.55920 -3.89371 1.27339 0.54
C 0.55624 -3.87013 2.30767 -1.82
P -1.89725 -2.67690 1.66598 1.70
O -2.97874 -3.21526 0.63488 -0.65
O -2.23470 -2.87021 3.07850 -0.82
O -1.40358 -1.26711 1.14780 -0.72
P 0.03067 -3.91207 -0.49187 1.23
O -1.02985 -4.93614 -1.10970 -0.62
O 1.42153 -4.33976 -0.60547 -0.85
O -0.41104 -2.55142 -1.09331 -0.63
H -1.82374 -5.15136 2.36708 0.37
H -0.64996 -5.98444 1.50804 0.35
H -1.95582 -5.35156 0.69437 0.36
H 0.14219 -4.06941 3.29767 0.52
H 1.02941 -2.89497 2.32016 0.26
H 1.32301 -4.60153 2.04677 0.49
H -3.37252 -2.53632 0.05562 0.48
H -1.22595 -4.75955 -2.06577 0.39
N 0.06386 0.92074 1.88172 -0.55
C 0.52963 1.97860 1.97128 0.52
N 1.08361 3.16261 2.06296 0.01
C 1.10422 3.82407 3.37898 -0.73
C -0.07790 4.77076 3.48852 -0.34
O -0.06595 5.69851 2.41852 -0.44
C -0.20676 5.03890 1.16992 -0.51
C 0.95532 4.09287 0.92401 -0.06
H 2.04103 4.37939 3.44890 0.35
H 1.08339 3.06227 4.15657 0.46
H -0.01870 5.34717 4.41077 0.39
H -1.01449 4.19864 3.48279 0.19
H -0.22744 5.81263 0.40379 0.42
H -1.15101 4.48298 1.14350 0.20
H 1.89343 4.64663 0.85573 0.24
H 0.80784 3.52136 0.00848 -0.02
O 0.54760 1.84277 -1.93405 -0.63
C 1.22696 1.07374 -1.27781 0.04
N 0.80876 -0.17538 -0.87447 0.68
C 1.75153 -0.71163 0.00183 -0.56
O 1.65440 -1.73185 0.63411 -0.53
C 2.90363 0.24440 0.06368 0.19
C 4.09112 0.17402 0.75977 -0.49
C 4.97470 1.24051 0.61393 -0.59
C 4.66510 2.32803 -0.20087 -0.64
C 3.45830 2.38688 -0.89259 -0.36
C 2.59345 1.32328 -0.73608 0.63
H 4.32257 -0.67832 1.38449 0.54
H 5.92192 1.22498 1.13722 0.44
H 5.37783 3.13670 -0.29829 0.45
H 3.20830 3.22531 -1.52990 0.57
F -2.19450 2.33996 1.75111 -0.40
Te -2.40935 0.52375 1.27851 1.35
F -3.00709 -1.10823 -0.91456 -0.96
F -3.94519 1.31131 0.53054 -0.38
F -2.24422 0.36947 3.11778 -0.37
F -3.78144 -0.72712 1.63728 -0.40
O -1.55095 0.82467 -0.31360 -0.45

---

#one is preferred energetically. Next in line: 9.2 kcal/mol higher.

---

#one
7
Properties=species:S:1:pos:R:3:mulliken_charge:R:1 method="wB97M-V/def2-TZVPD" smiles="CC(=O)[O-]" molar_mass_g_mol=59.04 lumo_ev=4.79 total_charge=-1
C 0.07938 -0.01087 0.65446 -0.75
C -0.16838 0.04387 -0.86784 0.52
O 0.62257 -0.63668 -1.51998 -0.71
O -1.07772 0.75059 -1.26170 -0.70
H 0.40638 -1.08869 0.86845 0.19
H 0.86469 0.73414 0.87226 0.14
H -0.72693 0.20765 1.25435 0.32

---

#two
7
Properties=species:S:1:pos:R:3:mulliken_charge:R:1 method="wB97M-V/def2-TZVPD" smiles="CC(=O)[O-]" molar_mass_g_mol=59.04 lumo_ev=4.59 total_charge=-1
C -0.26013 0.02016 -0.02435 -0.63
C -1.69396 -0.36917 -0.07494 0.48
O -2.25704 -1.19331 -0.77688 -0.61
O -2.53547 0.77217 0.83667 -0.88
H 0.32363 -0.93268 0.17884 0.19
H -0.31455 0.86847 0.79590 0.26
H -0.06844 0.22722 -1.04892 0.18

---

#one is preferred energetically. Next in line: 59.5 kcal/mol higher.